Formula: C30H41BrF4NO16
Source: the Open Molecules 2025 dataset
Level of theory: the ωB97M-V functional and the def2-TZVPD basis

```
93
Properties=species:S:1:pos:R:3:forces:R:3:lowdin_charge:R:1
Br -4.3490 0.3188 -3.3243 -0.04 -0.09 -0.15 0.775
F -1.1745 2.9582 -4.1402 0.04 0.06 0.02 0.040
F -1.2515 -5.0154 -1.1409 0.10 0.07 -0.08 0.103
F -1.7597 -7.2888 7.3022 -0.01 0.04 -0.09 0.083
F -2.5949 -4.2056 4.2156 0.12 0.03 -0.06 0.093
O -0.9960 4.2147 -6.0060 0.26 -0.06 -0.01 0.137
O 1.0456 1.8833 3.3539 -0.60 0.35 1.62 0.187
O -0.8569 6.2575 -5.1218 -0.04 -0.11 -0.11 0.080
O -5.5291 -3.0641 2.8212 0.05 0.03 0.08 0.092
O -3.4469 -3.5581 2.2247 0.12 0.38 -0.02 0.110
O 2.7227 1.5689 1.9854 0.25 -0.22 -0.53 0.021
O 7.6532 1.4639 -2.1283 -0.06 -0.18 -0.27 -0.180
O -1.6765 -1.6026 -1.2257 -0.25 -0.05 0.00 0.033
O 0.5923 4.6055 -1.6169 -0.18 -0.11 -0.09 -0.057
O -3.4871 -8.5386 4.5944 0.06 -0.03 0.04 0.086
O -1.0966 6.0307 -7.3543 -0.06 -0.03 -0.07 0.211
O 0.4211 -0.9020 -0.9172 0.25 0.23 0.04 0.159
O -0.0977 -3.0941 -0.7953 -0.01 0.05 0.28 0.155
O -3.1899 -6.6229 5.6825 -0.28 -0.08 0.16 0.115
O -4.3287 -6.6356 3.7362 0.01 0.01 -0.06 0.170
O -4.9945 -3.1367 0.6386 0.13 0.12 -0.07 0.163
N -1.7851 1.8460 -0.5929 0.25 0.04 -0.02 0.004
C -0.5360 4.0398 -4.6926 -0.20 0.20 -0.20 -0.305
C -2.8638 -7.6479 6.6097 0.15 0.04 -0.13 -0.306
C -2.9379 1.9425 -1.5426 0.35 -0.18 0.02 -0.143
C -3.3970 -3.3009 3.6251 -0.15 -0.23 -0.06 -0.306
C -5.1480 0.9298 -0.6467 0.57 -0.10 0.07 -0.114
C -1.3426 -3.7819 -0.6130 0.02 -0.03 -0.14 -0.285
C 1.7802 3.8491 -1.7604 0.91 -0.08 0.55 -0.392
C -0.9993 5.5612 -6.2796 -0.09 0.13 0.19 -0.531
C -0.3694 -1.7911 -0.9782 0.03 -0.15 -0.07 -0.554
C -2.3029 -2.8929 -1.3718 -0.27 -0.09 -0.09 -0.021
C 3.0064 4.7441 -1.5904 -0.41 0.11 0.08 -0.014
C -0.9213 5.3452 -4.0266 0.09 0.23 0.12 -0.059
C -0.8982 1.4122 1.5607 -0.36 0.12 -1.01 0.070
C 4.4646 0.6382 0.5936 -0.23 0.31 -0.14 -0.181
C -4.6976 -3.2424 1.7850 -0.12 -0.29 0.10 -0.550
C -3.8784 0.7350 -1.4845 -0.18 0.35 0.08 -0.718
C 6.3816 1.3902 -1.5180 0.19 0.20 -0.10 -0.256
C -2.6170 -8.8315 5.6969 -0.02 -0.12 0.02 -0.037
C -4.8481 -3.4557 4.0274 -0.12 0.01 0.15 -0.029
C -3.7254 -7.2140 4.5792 0.10 -0.01 0.03 -0.547
C 4.7122 -0.3252 -0.5516 0.41 -0.37 0.10 -0.183
C 1.4300 1.7155 2.2508 0.19 0.11 -0.91 -0.452
C -1.9705 1.4480 0.6782 1.00 0.07 0.81 0.024
C 8.5799 2.2649 -1.4414 -0.04 0.17 0.15 -0.110
C 0.3883 1.7790 1.1383 -0.29 -0.29 -0.38 -0.014
C 0.5706 2.2057 -0.1808 -0.79 -0.17 0.07 -0.092
C -0.5639 2.2095 -1.0139 0.32 -0.16 0.57 0.064
C 3.1267 0.3831 1.2465 0.55 -0.03 0.41 -0.138
C 1.8700 2.6551 -0.7664 -0.13 0.03 -0.49 -0.061
C 5.9679 -0.0589 -1.3959 -0.30 0.05 -0.21 -0.155
H 3.8967 4.1797 -1.3384 0.20 -0.13 -0.13 0.078
H 3.2300 -0.4089 1.9832 -0.20 -0.20 0.07 0.143
H 0.5134 4.8917 -0.7012 0.10 0.18 0.08 0.119
H 2.5912 2.8828 0.0026 0.02 0.09 0.37 0.108
H -2.8720 -9.7885 6.1415 -0.15 0.00 -0.10 0.143
H -1.5479 -3.8648 0.4546 0.00 -0.07 0.00 0.164
H -2.9844 -2.3023 3.7880 0.09 -0.04 0.04 0.169
H -5.9927 0.4728 -1.1373 -0.27 -0.05 0.00 0.061
H -2.5004 2.0203 -2.5266 0.15 0.01 -0.10 0.069
H -3.6923 -7.7763 7.3075 0.05 0.03 0.08 0.175
H 8.7855 1.8748 -0.4435 0.04 -0.10 0.15 0.090
H 3.8404 -0.4040 -1.1964 -0.24 0.23 -0.09 0.107
H -2.9610 1.1934 1.0024 -0.30 -0.05 -0.14 0.134
H -5.0768 -4.4962 4.2516 0.11 -0.03 -0.05 0.125
H -5.1415 -2.8186 4.8565 -0.08 0.14 -0.15 0.144
H -1.5833 -8.8493 5.3511 0.03 0.08 0.05 0.147
H -5.3454 1.9795 -0.4653 -0.18 0.22 -0.12 0.081
H -2.3415 -3.1547 -2.4292 0.12 -0.08 0.00 0.153
H 0.5356 3.8326 -4.7090 -0.02 -0.14 0.09 0.166
H 4.8301 -1.3160 -0.1178 -0.12 -0.25 -0.01 0.119
H -1.0413 1.1244 2.5859 -0.12 -0.08 0.16 0.131
H -3.3066 -2.8869 -0.9583 0.01 0.15 0.14 0.117
H 6.4054 1.9006 -0.5567 0.08 -0.03 0.25 0.104
H 5.6631 1.9313 -2.1417 -0.14 0.14 -0.06 0.124
H -0.4852 2.5290 -2.0360 -0.13 -0.07 -0.17 0.129
H -0.2518 5.6499 -3.2270 -0.05 0.07 -0.32 0.114
H -3.4465 2.8773 -1.3417 -0.20 0.16 0.15 0.141
H 2.2746 1.8087 -1.3196 0.20 -0.18 -0.04 0.142
H 3.1756 5.3413 -2.4780 0.12 0.05 -0.18 0.089
H 8.2279 3.2919 -1.3356 -0.08 0.18 -0.02 0.086
H 2.3814 0.0904 0.5233 -0.45 0.03 -0.32 0.102
H 1.8143 3.4619 -2.7728 -0.48 -0.05 -0.22 0.133
H -3.3094 -0.1154 -1.1429 0.05 -0.23 -0.02 0.051
H 6.8215 -0.6386 -1.0621 0.14 -0.01 0.30 0.120
H 4.4608 1.6684 0.2499 0.02 0.19 -0.15 0.093
H 2.8091 5.4410 -0.7801 0.08 0.07 0.27 0.093
H -5.0284 0.4468 0.3196 -0.05 -0.10 0.17 0.071
H 5.2594 0.5645 1.3288 0.15 0.03 0.17 0.133
H -1.9452 5.3012 -3.6484 -0.04 -0.13 -0.03 0.148
H 5.7539 -0.4051 -2.4027 0.13 -0.21 -0.18 0.117
H 9.5027 2.2804 -2.0063 0.12 -0.08 -0.15 0.089
```
Forces are in eV/Å.

Orbital gap, eV: 7.4855
HOMO, eV: -11.54
Total charge: +1